Molecular formula: C29H35N2S6SiV
Method: DFT, wB97M-V/def2-TZVPD

ORCA input file:
```
! wB97M-V def2-TZVPD RIJCOSX def2/J DEFGRID3
* xyz -1 4
V -0.434 0.110 0.311
C 0.845 -2.794 2.502
C 1.060 -2.593 1.024
C 2.137 -1.838 0.566
C 2.308 -1.569 -0.794
C 3.433 -0.682 -1.266
C 1.402 -2.112 -1.702
C 0.349 -2.921 -1.284
C -0.609 -3.496 -2.300
C 0.189 -3.149 0.083
H 0.372 -1.911 2.939
H 1.793 -2.943 3.020
H 0.201 -3.653 2.695
H 2.837 -1.423 1.280
H 3.213 0.363 -1.027
H 3.571 -0.765 -2.346
H 4.372 -0.940 -0.772
H 1.515 -1.895 -2.761
H -1.371 -2.757 -2.567
H -1.119 -4.379 -1.907
H -0.086 -3.772 -3.217
H -0.645 -3.753 0.425
S 0.754 6.151 4.283
C 0.503 4.737 3.453
S -1.020 3.972 3.295
C -0.522 2.582 2.366
C 0.784 2.524 2.051
S 1.516 1.193 1.196
S 1.736 3.867 2.638
S -1.626 1.293 1.956
C -3.595 4.862 -1.343
C -3.986 3.536 -1.518
C -3.025 2.540 -1.667
C -1.650 2.827 -1.669
C -1.288 4.170 -1.506
C -2.241 5.174 -1.337
Si -0.324 1.444 -1.721
C -0.551 0.586 -3.435
C 0.517 0.512 -4.345
C 0.421 -0.192 -5.546
C -0.758 -0.851 -5.879
C -1.838 -0.792 -5.000
C -1.730 -0.089 -3.802
H -4.339 5.642 -1.210
H -5.043 3.280 -1.528
H -3.353 1.511 -1.789
H -0.233 4.433 -1.495
H -1.924 6.203 -1.199
H 0.897 2.258 -2.035
H 1.448 1.022 -4.103
H 1.267 -0.220 -6.227
H -0.838 -1.397 -6.813
H -2.763 -1.306 -5.247
H -2.585 -0.067 -3.131
C -6.517 0.296 1.762
C -5.566 1.021 0.810
N -4.267 0.379 0.677
C -3.983 -0.634 -0.134
S -2.408 -1.246 -0.335
N -5.010 -1.150 -0.846
C -4.895 -2.297 -1.751
C -5.013 -3.634 -1.032
H -7.475 0.821 1.820
H -6.081 0.255 2.763
H -6.711 -0.734 1.448
H -5.366 2.020 1.193
H -6.018 1.153 -0.178
H -3.458 0.885 1.055
H -5.938 -0.908 -0.548
H -3.933 -2.227 -2.251
H -5.673 -2.190 -2.505
H -4.229 -3.718 -0.273
H -4.893 -4.458 -1.744
H -5.988 -3.741 -0.545
*
```

Computed properties:
HOMO-LUMO gap (spin up / spin down): 5.85 / 6.03 eV

Molecular formula: C29H35N4O
Method: DFT, wB97M-V/def2-TZVPD

ORCA input file:
```
! wB97M-V def2-TZVPD RIJCOSX def2/J DEFGRID3
* xyz 1 1
C 2.509 5.481 -0.594
N 2.252 4.066 -0.677
C 3.260 3.180 -0.959
O 4.431 3.479 -1.174
C 2.647 1.779 -0.958
C 3.261 0.859 0.101
C 4.738 0.616 -0.120
C 5.651 0.897 0.900
C 7.023 0.752 0.670
C 7.475 0.283 -0.570
C 6.558 -0.028 -1.580
C 5.185 0.130 -1.352
N 1.233 2.061 -0.717
C 0.317 1.077 -0.682
C -1.046 1.271 -0.504
C -1.954 0.214 -0.562
C -3.365 0.413 -0.382
C -4.351 -0.582 -0.638
C -5.711 -0.308 -0.533
C -6.152 1.006 -0.308
C -5.211 2.014 -0.054
C -3.858 1.701 0.016
C 0.918 3.497 -0.571
C 0.302 3.859 0.791
C 0.013 4.030 -1.697
H 3.582 5.651 -0.679
H 2.001 6.025 -1.399
H 2.164 5.882 0.364
H 2.799 1.336 -1.961
H 3.106 1.309 1.097
H 2.706 -0.093 0.076
H 5.273 1.265 1.859
H 7.729 1.011 1.460
H 8.547 0.161 -0.748
H 6.898 -0.389 -2.551
H 4.454 -0.098 -2.132
H 0.709 0.066 -0.825
H -1.419 2.293 -0.378
H -1.505 -0.718 -0.920
H -4.029 -1.596 -0.892
H -6.436 -1.122 -0.625
H -7.217 1.240 -0.299
H -5.536 3.040 0.123
H -3.165 2.472 0.379
H 1.000 3.616 1.604
H 0.093 4.936 0.812
H -0.637 3.328 0.969
H 0.563 4.045 -2.647
H -0.876 3.407 -1.822
H -0.311 5.051 -1.455
C -2.188 -7.102 0.659
N -2.591 -5.982 1.502
C -3.262 -6.328 2.744
C -2.383 -4.683 1.143
C -2.952 -3.606 1.884
C -2.737 -2.302 1.449
N -2.011 -2.014 0.372
C -1.475 -3.005 -0.354
C -1.614 -4.341 -0.006
H -1.790 -6.747 -0.298
H -1.418 -7.706 1.166
H -3.052 -7.756 0.459
H -3.170 -5.508 3.466
H -4.331 -6.543 2.579
H -2.801 -7.226 3.170
H -3.602 -3.741 2.744
H -3.200 -1.471 1.982
H -0.910 -2.736 -1.251
H -1.132 -5.066 -0.665
*
```

Computed properties:
HOMO-LUMO gap: 6.46 eV

Molecular formula: C29H36Br2HfIN4P
Method: DFT, wB97M-V/def2-TZVPD

ORCA input file:
```
! wB97M-V def2-TZVPD RIJCOSX def2/J DEFGRID3
* xyz 4 1
Hf 1.045 -0.915 0.720
N 2.725 -1.846 2.085
C 2.734 -3.345 1.986
C 2.491 -3.741 0.537
N 1.211 -3.134 0.055
C 1.168 -2.971 -1.430
C 2.289 -2.080 -1.966
N 2.506 -0.883 -1.083
C 0.074 -4.003 0.498
C -1.187 -3.196 0.719
N -0.860 -2.047 1.618
H 3.650 -1.522 1.793
H 2.705 -1.591 3.076
H 1.970 -3.745 2.652
H 3.689 -3.758 2.313
H 2.460 -4.829 0.445
H 3.324 -3.395 -0.075
H 0.191 -2.545 -1.688
H 1.245 -3.940 -1.931
H 2.015 -1.764 -2.972
H 3.216 -2.640 -2.069
H 2.408 -0.033 -1.649
H 3.489 -0.856 -0.801
H 0.352 -4.492 1.432
H -0.110 -4.796 -0.230
H -1.953 -3.842 1.151
H -1.587 -2.804 -0.215
H -0.742 -2.407 2.568
H -1.691 -1.457 1.675
Br 3.874 1.219 1.310
C 4.613 1.660 3.063
Br 4.058 0.393 4.408
H 4.249 2.647 3.319
H 5.692 1.633 2.961
I 0.370 0.923 2.974
C -0.909 2.683 2.536
C -0.903 3.474 3.645
C -1.680 4.641 3.649
C -2.416 4.938 2.540
C -2.412 4.105 1.398
C -3.220 4.482 0.304
C -3.325 3.699 -0.807
C -2.579 2.522 -0.867
C -1.725 2.121 0.148
P -0.775 0.654 -0.468
C 0.150 1.369 -1.867
C -0.306 1.498 -3.177
C 0.453 2.207 -4.101
C 1.645 2.810 -3.725
C 2.097 2.708 -2.412
C 1.354 1.986 -1.491
C -2.069 -0.480 -1.052
C -3.205 -0.658 -0.252
C -4.214 -1.514 -0.664
C -4.100 -2.193 -1.874
C -2.965 -2.036 -2.661
C -1.941 -1.194 -2.248
C -1.627 2.891 1.344
H -0.323 3.223 4.523
H -1.686 5.272 4.526
H -3.031 5.829 2.521
H -3.769 5.413 0.373
H -3.964 3.977 -1.633
H -2.685 1.910 -1.753
H -1.245 1.064 -3.494
H 0.096 2.302 -5.118
H 2.216 3.378 -4.448
H 3.009 3.208 -2.112
H 1.659 1.976 -0.441
H -3.328 -0.079 0.659
H -5.102 -1.633 -0.057
H -4.905 -2.832 -2.213
H -2.884 -2.559 -3.605
H -1.069 -1.060 -2.879
*
```

Computed properties:
HOMO-LUMO gap: 5.26 eV

Molecular formula: C29H36CsN4O9S
Method: DFT, wB97M-V/def2-TZVPD

ORCA input file:
```
! wB97M-V def2-TZVPD RIJCOSX def2/J DEFGRID3
* xyz -1 1
Cs -0.501 -0.780 0.998
C -0.289 -0.791 -3.267
C -1.215 -1.994 -3.216
O -1.774 -2.075 -1.930
C -2.085 -3.357 -1.427
C -0.864 -4.244 -1.256
O 0.118 -3.520 -0.557
C 1.357 -4.172 -0.473
C 2.348 -3.243 0.205
O 2.409 -1.941 -0.320
C 2.862 -1.776 -1.643
C 1.757 -1.839 -2.686
O 0.801 -0.863 -2.377
H -0.847 0.095 -2.965
H 0.064 -0.659 -4.302
H -0.675 -2.910 -3.478
H -2.005 -1.858 -3.970
H -2.810 -3.878 -2.072
H -2.540 -3.181 -0.451
H -0.455 -4.580 -2.221
H -1.164 -5.143 -0.698
H 1.700 -4.465 -1.477
H 1.283 -5.092 0.126
H 3.339 -3.724 0.186
H 2.048 -3.108 1.246
H 3.633 -2.520 -1.891
H 3.313 -0.783 -1.676
H 1.310 -2.837 -2.717
H 2.207 -1.644 -3.674
O 4.430 1.500 1.273
C 4.471 2.656 0.588
C 5.685 3.343 0.510
C 5.771 4.530 -0.192
C 4.650 5.052 -0.830
C 3.448 4.369 -0.754
C 3.329 3.173 -0.049
C 2.018 2.437 0.041
O 1.979 1.398 0.772
N 1.050 2.954 -0.695
N -0.092 2.209 -0.688
C -1.070 2.763 -1.294
C -2.385 2.121 -1.430
C -3.462 2.871 -1.911
C -4.707 2.277 -2.013
C -4.850 0.951 -1.632
C -3.722 0.277 -1.183
N -2.522 0.834 -1.096
H 3.467 1.207 1.179
H 6.546 2.916 1.010
H 6.720 5.052 -0.244
H 4.716 5.982 -1.381
H 2.559 4.747 -1.239
H -0.950 3.763 -1.720
H -3.311 3.908 -2.186
H -5.557 2.843 -2.374
H -5.808 0.449 -1.670
H -3.780 -0.760 -0.867
O -3.504 -2.116 3.683
C -3.421 -1.719 2.516
O -2.895 -2.278 1.515
C -4.046 -0.352 2.232
C -5.432 -0.219 2.113
C -5.969 1.024 1.850
C -5.115 2.113 1.720
C -3.757 1.890 1.857
N -3.225 0.693 2.100
H -6.058 -1.093 2.236
H -7.041 1.151 1.746
H -5.489 3.106 1.509
H -3.052 2.709 1.750
C 3.493 -1.340 4.664
S 2.705 -0.757 3.157
C 2.188 0.828 3.813
O 1.464 -1.581 3.013
H 4.349 -0.705 4.893
H 3.825 -2.359 4.473
H 2.762 -1.328 5.472
H 3.073 1.420 4.043
H 1.569 0.655 4.693
H 1.629 1.315 3.016
*
```

Computed properties:
HOMO-LUMO gap: 6.64 eV

Molecular formula: C29H36HoN8
Method: DFT, wB97M-V/def2-TZVPD

ORCA input file:
```
! wB97M-V def2-TZVPD RIJCOSX def2/J DEFGRID3
* xyz -1 5
Ho -0.620 0.642 0.255
N -1.492 -2.026 0.642
N -0.208 -3.514 -1.565
C 1.268 2.347 -0.580
C 1.895 1.083 -0.373
C 1.737 0.720 1.005
C 2.524 -0.326 1.695
H 2.824 -1.118 0.996
H 1.941 -0.762 2.520
H 3.445 0.098 2.126
C 1.010 1.785 1.649
C 0.781 1.975 3.091
H 1.495 2.712 3.485
H 0.924 1.037 3.652
H -0.231 2.356 3.284
C 0.675 2.754 0.654
C -0.053 4.014 0.897
H -1.007 3.840 1.419
H -0.295 4.531 -0.039
H 0.532 4.709 1.516
C 2.664 0.283 -1.352
H 3.701 0.074 -1.020
H 2.703 0.770 -2.338
H 2.175 -0.702 -1.484
C 1.288 3.184 -1.795
H 0.280 3.592 -1.988
H 1.587 2.603 -2.678
H 1.972 4.058 -1.696
C -2.221 -1.878 1.902
H -1.788 -2.560 2.697
C -3.706 -2.123 1.814
H -4.382 -1.674 2.540
C -4.030 -3.166 1.023
H -5.085 -3.502 0.878
C -3.017 -3.876 0.348
H -3.295 -4.836 -0.090
C -1.689 -3.461 0.211
C -0.825 -4.284 -0.596
H -0.769 -5.375 -0.670
C -0.555 -2.183 -1.740
C 0.676 -3.919 -2.587
H 1.132 -4.904 -2.641
C 0.740 -2.930 -3.480
H 1.239 -2.899 -4.426
N -0.037 -1.842 -2.970
C -0.298 -0.573 -3.509
C 0.632 0.035 -4.374
C 0.399 1.352 -4.788
H 1.086 1.837 -5.494
C -0.686 2.100 -4.340
C -0.877 3.526 -4.776
H -0.714 4.236 -3.951
H -1.900 3.676 -5.140
H -0.165 3.766 -5.570
C -1.576 1.498 -3.444
H -2.431 2.058 -3.061
C -1.393 0.180 -2.990
C -2.451 -0.413 -2.108
H -2.055 -1.249 -1.435
H -3.229 -0.858 -2.747
H -2.962 0.349 -1.489
C 1.924 -0.579 -4.820
H 1.763 -1.181 -5.723
H 2.407 -1.204 -4.065
H 2.647 0.194 -5.110
N -2.097 0.102 3.363
N -1.778 -0.520 2.156
N -0.294 -2.192 4.227
C 0.610 -2.083 4.964
N -0.240 -1.494 0.904
N -0.386 -0.646 1.985
H -1.337 -0.086 4.047
H -2.961 -0.330 3.689
H 1.485 -1.997 5.630
*
```

Computed properties:
HOMO-LUMO gap (spin up / spin down): 4.04 / 4.10 eV

Molecular formula: C29H37BrI3N3PS2V
Method: DFT, wB97M-V/def2-TZVPD

ORCA input file:
```
! wB97M-V def2-TZVPD RIJCOSX def2/J DEFGRID3
* xyz -1 4
V 1.446 1.018 -0.302
S 2.201 -1.131 -1.193
C 1.641 -0.393 -2.679
S 0.885 1.182 -2.605
C 1.770 -1.052 -3.884
C 1.282 -0.468 -5.108
N 0.895 -0.015 -6.095
C 2.462 -2.314 -3.983
N 3.020 -3.319 -4.066
Br 6.408 -0.616 -0.321
C 5.755 -0.224 -2.052
C 6.224 -1.016 -3.090
C 5.767 -0.806 -4.383
C 4.862 0.209 -4.645
C 4.404 1.008 -3.606
C 4.833 0.785 -2.301
I 4.038 2.046 -0.818
H 6.935 -1.802 -2.876
H 6.112 -1.450 -5.182
H 4.484 0.370 -5.647
H 3.699 1.805 -3.804
I 2.436 3.952 1.440
I 4.153 6.658 1.926
C -0.417 -3.071 3.550
C 0.871 -2.324 3.230
C 0.568 -1.022 2.465
C -0.743 -1.112 1.641
C -0.887 -2.534 1.088
C -1.095 -3.532 2.250
P -0.688 0.215 0.360
C -1.970 -0.070 -0.925
C -3.448 -0.229 -0.521
C -4.279 -0.760 -1.709
C -3.703 -0.285 -3.044
C -2.285 -0.862 -3.265
C -1.615 -1.187 -1.926
C -1.360 1.710 1.271
C -0.157 3.078 3.171
C -1.474 3.695 3.602
C -2.349 2.704 4.364
C -2.351 1.331 3.696
C -2.576 1.452 2.189
H -1.087 -2.408 4.110
H -0.218 -3.928 4.195
H 1.511 -2.966 2.617
H 1.430 -2.100 4.139
H 1.402 -0.815 1.789
H 0.510 -0.179 3.160
H -1.591 -0.914 2.301
H 0.010 -2.781 0.514
H -1.727 -2.605 0.404
H -0.696 -4.506 1.956
H -2.165 -3.669 2.426
H -1.868 0.865 -1.486
H -3.854 0.735 -0.207
H -3.548 -0.917 0.326
H -5.317 -0.438 -1.597
H -4.291 -1.854 -1.696
H -3.669 0.810 -3.049
H -4.365 -0.575 -3.862
H -1.665 -0.145 -3.808
H -2.336 -1.767 -3.875
H -0.540 -1.311 -2.049
H -1.994 -2.138 -1.552
H -1.700 2.329 0.439
H 0.610 3.838 3.143
H 0.168 2.339 3.909
H -1.997 4.092 2.727
H -1.251 4.555 4.236
H -3.376 3.079 4.412
H -1.993 2.618 5.395
H -3.155 0.729 4.125
H -1.421 0.794 3.901
H -3.322 2.235 2.023
H -3.030 0.533 1.837
N -0.151 2.436 1.835
C 0.931 2.404 1.053
*
```

Computed properties:
HOMO-LUMO gap (spin up / spin down): 6.35 / 6.17 eV

Number 1: E_tot -4858.34651 hartree. Number 2: E_tot -1420.07221 hartree. Number 3: E_tot -7179.43208 hartree. Number 4: E_tot -2441.23841 hartree. Number 5: E_tot -2512.43718 hartree. Number 6: E_tot -6840.43956 hartree.